#A
One molecule with the formula C2H4N4S, computed with ωB97M-V/def2-TZVPD.

Geometry as ORCA input:
```
! wB97M-V def2-TZVPD RIJCOSX def2/J DEFGRID3
* xyz 0 1
C 0.7106 -1.0192 0.2615
C -0.7162 0.4167 0.9841
H 1.4143 -0.0212 -2.8896
H 1.3747 -1.8856 0.1807
H -1.3737 0.8257 2.7001
H -0.4665 1.6138 -0.6550
N 0.5047 -0.1744 -0.8125
N 0.0674 -0.7191 1.3247
N -1.4167 1.1655 1.7197
N -0.5783 0.6329 -0.4123
S 0.4796 -0.8351 -2.4014
*
```

The HOMO-LUMO gap is 0.3387 Eh. The calculation puts the LUMO energy at 0.418 eV. The HOMO energy is -8.80 eV. As for the SMILES: [H]/N=c1\ncn(S)[nH]1.

Charges computed using Mulliken, reported in e: 0.0010, 0.4479, 0.1505, 0.3583, 0.2829, 0.2824, 0.0199, -0.5038, -0.6530, -0.2738, -0.1122

***

#B
One molecule with the formula C2H4N4S, computed with ωB97M-V/def2-TZVPD.

Geometry as ORCA input:
```
! wB97M-V def2-TZVPD RIJCOSX def2/J DEFGRID3
* xyz 0 1
C -2.3165 1.3859 0.2282
C -0.8679 -0.0952 1.3268
N -1.9640 0.5794 1.0478
N -0.2393 0.3876 -0.8602
N 0.0544 -0.2102 0.2191
N 1.1933 -0.6925 0.7227
S -0.5340 -0.8209 2.7763
H -3.2360 1.6966 -0.2181
H 0.5802 0.4664 -1.4542
H 2.0100 -0.9499 0.1258
H 0.9717 -0.8937 1.6968
*
```

The HOMO-LUMO gap (alpha / beta) is 0.2415 / 0.2503 Eh. The calculation puts the LUMO energy (alpha / beta) at -0.581 / -0.194 eV. The HOMO energy (alpha / beta) is -7.15 / -7.00 eV.

Charges computed using Mulliken, reported in e: -0.0556, 0.2751, -0.0738, -0.8413, 0.8153, -0.4464, -0.5676, 0.2856, 0.2181, 0.2400, 0.1506

***

Which structure is the least stable? The one labeled #B.

***

#A
A 8-piece molecular cluster, C23H43F10N2O18P2 overall, computed with ωB97M-V/def2-TZVPD.

Geometry as ORCA input:
```
! wB97M-V def2-TZVPD RIJCOSX def2/J DEFGRID3
* xyz -1 1
P -1.8690 -9.7927 -11.4061
F -3.1374 -10.5676 -10.7872
F -1.6793 -10.9318 -12.5653
F -2.9070 -9.0531 -12.4412
F -0.5916 -9.0266 -12.0863
F -2.0722 -8.5862 -10.3801
F -0.8375 -10.5853 -10.4751
C 1.0927 -12.8463 -14.0933
C 0.0798 -13.9517 -13.7929
C 0.3705 -14.6059 -12.4635
O -0.6910 -15.4884 -12.1286
C -0.2534 -16.7320 -11.6224
N -1.2641 -13.4001 -13.9059
H 0.9866 -12.4819 -15.1108
H 2.1272 -13.1423 -13.9017
H 0.8920 -12.0388 -13.3780
H 0.1851 -14.7291 -14.5596
H 0.4679 -13.8434 -11.6737
H 1.3305 -15.1340 -12.4950
H 0.2149 -17.3111 -12.4200
H -1.1395 -17.2728 -11.2792
H 0.3401 -16.6073 -10.7108
H -1.4063 -12.5838 -13.3128
H -1.8317 -14.0867 -13.4038
C -5.2871 -11.1144 -16.9541
C -3.9583 -11.7328 -16.5183
C -3.1199 -12.0782 -17.7334
O -3.8025 -13.0296 -18.5246
C -3.0285 -13.4254 -19.6270
N -3.1866 -10.7557 -15.7397
H -5.1214 -10.2191 -17.5620
H -5.8660 -10.7917 -16.0848
H -5.8730 -11.8096 -17.5529
H -4.2341 -12.6519 -15.9833
H -2.1591 -12.4791 -17.3784
H -2.9386 -11.1612 -18.3063
H -2.0266 -13.7343 -19.2883
H -2.9383 -12.6271 -20.3671
H -3.4462 -14.3321 -20.0642
H -2.4873 -11.3482 -15.2790
H -3.7358 -10.4615 -14.9326
C -3.2021 -6.5978 -7.8117
O -3.3783 -5.5538 -6.8471
P -2.4435 -4.2875 -6.9163
O -2.2944 -3.6525 -8.2197
O -1.0881 -4.8629 -6.3002
C 0.1084 -4.0730 -6.4475
O -3.0440 -3.3421 -5.8008
C -2.9520 -3.7026 -4.4159
H -4.1818 -6.8563 -8.2019
H -2.7473 -7.4713 -7.3406
H -2.5140 -6.3247 -8.6120
H 0.8296 -4.6361 -7.0351
H 0.5376 -3.9619 -5.4496
H -0.1113 -3.1038 -6.8856
H -2.5622 -4.7069 -4.2582
H -3.9584 -3.7039 -3.9980
H -2.3268 -2.9609 -3.9267
C -0.4729 -7.7342 -15.1451
C 0.9305 -8.3328 -15.2195
O 1.7720 -7.2230 -15.2897
C 1.0360 -6.0754 -15.3858
O 1.5106 -4.9993 -15.5199
O -0.2797 -6.3477 -15.3056
F 1.1098 -9.0405 -16.3992
H -0.8709 -7.9961 -14.1640
H -1.1140 -8.2750 -15.8434
H 1.1760 -9.0190 -14.4157
C -4.1198 -13.9876 -11.7537
C -4.3931 -15.0607 -12.7824
O -5.7205 -15.3921 -12.5310
C -5.9279 -15.1924 -11.1799
O -6.8769 -15.5760 -10.5871
O -4.9009 -14.4938 -10.6490
F -3.6051 -16.1476 -12.5223
H -4.4845 -12.9783 -11.9400
H -3.0519 -13.9337 -11.5456
H -4.1794 -14.7262 -13.7965
C 2.4206 -10.7228 -9.4203
C 1.9991 -9.2832 -9.6738
O 3.2118 -8.5835 -9.5646
C 4.1098 -9.3366 -8.8559
O 5.1732 -8.9457 -8.5152
O 3.6081 -10.5612 -8.6290
F 1.1340 -8.8153 -8.7364
H 2.7105 -11.2086 -10.3510
H 1.6843 -11.2945 -8.8663
H 1.5874 -9.1809 -10.6762
C -5.5610 -8.4842 -11.0307
C -5.0018 -7.1941 -11.6663
O -5.6546 -6.1610 -11.0208
C -6.7165 -6.6305 -10.3162
O -7.5173 -5.9554 -9.7655
O -6.7281 -7.9699 -10.3396
F -5.3608 -7.1966 -13.0103
H -4.8765 -8.8912 -10.2952
H -5.9428 -9.1702 -11.7753
H -3.9262 -7.0778 -11.6559
*
```

The HOMO-LUMO gap is 0.3638 Eh. The calculation puts the LUMO energy at 2.028 eV. The HOMO energy is -7.87 eV.

Charges computed using Mulliken, reported in e: 1.4737, -0.4018, -0.8560, -0.4211, -0.4560, -0.2386, -0.3506, -1.3086, 0.4886, -0.6892, -0.1490, -0.8803, -0.3019, 0.3143, 0.4851, 0.0992, 0.1883, 0.0749, 0.5471, 0.3637, 0.1880, 0.3353, 0.4823, 0.0466, -1.5996, 1.0106, -0.5894, -0.3165, -0.7637, -0.4722, 0.3328, 0.4314, 0.3903, -0.1976, 0.3717, 0.3335, 0.3031, 0.2893, 0.2628, 0.0738, 0.1405, -0.6467, -0.3729, 1.1696, -0.7113, -0.2958, -0.6684, -0.3633, -0.6562, 0.1950, 0.3130, 0.3641, 0.2171, 0.2492, 0.3469, 0.3200, 0.2771, 0.2568, 0.3808, 0.6244, -0.3825, 0.5614, -0.5196, -0.3533, -0.3368, -0.2661, 0.1679, 0.0653, -0.2371, 0.6102, -0.3798, 0.5475, -0.5171, -0.3366, -0.3086, 0.2091, 0.2046, 0.2600, -0.3275, 0.8710, -0.3989, 0.5198, -0.5158, -0.3725, -0.3021, 0.2859, 0.2824, -0.0574, -0.2068, 0.7345, -0.4001, 0.5665, -0.5426, -0.3948, -0.3611, 0.2003, 0.2524, 0.1438

***

#B
A 8-piece molecular cluster, C23H43F10N2O18P2 overall, computed with ωB97M-V/def2-TZVPD.

Geometry as ORCA input:
```
! wB97M-V def2-TZVPD RIJCOSX def2/J DEFGRID3
* xyz -1 1
P 21.5566 13.3704 7.7498
F 20.0140 13.0313 8.2119
F 21.0896 13.9749 6.3510
F 21.4938 14.8305 8.3547
F 23.1606 13.5864 7.4320
F 22.1862 12.6600 8.9956
F 21.5899 12.0366 6.9593
C 17.1995 17.8400 6.5106
C 18.0628 16.6204 6.1050
C 19.0430 16.9113 4.9366
O 19.7914 18.0512 4.9162
C 21.1447 17.9238 5.3194
N 18.9143 16.3522 7.2519
H 17.6770 18.5131 7.2227
H 16.3003 17.6539 7.0980
H 16.8819 18.4210 5.6448
H 17.4221 15.7501 5.9626
H 18.5434 16.8303 3.9712
H 19.6617 16.0279 4.7789
H 21.6150 18.9065 5.3529
H 21.7969 17.2779 4.7315
H 21.0966 17.5753 6.3511
H 19.4238 15.5299 6.9617
H 19.5677 17.1205 7.3057
C 26.2672 15.7993 10.4390
C 25.4209 16.9699 9.8048
C 23.9341 16.5792 9.7231
O 23.4213 16.4252 11.0301
C 21.9976 16.5500 11.2364
N 25.5583 18.0821 10.7246
H 27.3319 16.0301 10.4723
H 26.1470 14.8174 9.9813
H 25.9027 15.6309 11.4523
H 25.9889 17.1672 8.8957
H 23.8211 15.5841 9.2929
H 23.3722 17.2919 9.1193
H 21.7892 15.9279 12.1069
H 21.2103 16.5871 10.4834
H 21.9649 17.6018 11.5205
H 25.0428 17.7248 11.5162
H 26.4939 17.9712 11.0886
C 23.6655 15.5931 1.2659
O 23.6262 14.2437 0.8241
P 24.2821 13.1387 1.8163
O 25.6064 13.5681 2.3840
O 24.2159 11.8717 0.8587
C 24.4458 10.5839 1.4124
O 23.0364 12.9811 2.7508
C 23.1794 13.5300 4.1031
H 22.8239 16.1399 0.8406
H 24.6948 15.8974 1.0763
H 23.5480 15.6612 2.3474
H 23.5612 9.9666 1.5690
H 24.8750 10.7594 2.3989
H 25.1792 10.1374 0.7409
H 22.4858 14.3357 4.3438
H 24.1245 14.0035 4.3688
H 22.9285 12.7431 4.8144
C 20.5008 8.4746 10.0388
C 20.9506 9.1843 8.7880
O 19.7134 9.7911 8.3978
C 18.7507 9.8134 9.4182
O 17.6571 10.3576 9.4173
O 19.3521 9.1717 10.5432
F 21.3879 8.4174 7.8393
H 21.2865 8.4209 10.7924
H 20.4813 7.3926 9.9089
H 21.6914 9.9115 9.1206
C 19.2421 13.5504 11.2028
C 18.5649 14.8399 11.0698
O 18.8054 15.4562 12.2738
C 19.2015 14.5770 13.2558
O 19.2626 14.8483 14.4342
O 19.3086 13.3283 12.5827
F 17.2340 14.8472 10.9552
H 20.2971 13.6263 10.9393
H 18.8803 12.6334 10.7378
H 18.9918 15.5379 10.3497
C 24.4339 12.6978 11.2821
C 24.1669 11.4481 10.4504
O 23.0186 10.8855 11.0013
C 22.6905 11.4148 12.1194
O 21.9084 11.0046 12.9863
O 23.4204 12.5564 12.3465
F 25.2419 10.6480 10.6543
H 24.1081 13.4938 10.6125
H 25.4189 13.0346 11.6053
H 24.2235 11.6737 9.3855
C 26.4899 13.9337 6.9004
C 27.3800 12.8930 7.5934
O 26.9460 11.6036 7.3666
C 26.2893 11.6953 6.2711
O 26.0884 10.7491 5.5054
O 25.8801 12.9612 6.0860
F 27.5038 12.9735 9.0038
H 27.0294 14.6978 6.3409
H 25.8501 14.4062 7.6458
H 28.3816 13.1561 7.2533
*
```

The HOMO-LUMO gap is 0.3267 Eh. The calculation puts the LUMO energy at 2.051 eV. The HOMO energy is -6.84 eV.

Charges computed using Mulliken, reported in e: 1.4809, -0.4091, -0.4254, -0.2498, -0.4415, -0.3411, -0.4436, -1.5090, 0.3537, -0.5536, -0.4315, -0.0681, -0.5200, 0.3069, 0.3814, 0.3583, 0.4986, 0.4583, 0.1826, 0.2859, 0.0734, -0.0613, 0.0186, 0.1604, -0.9302, 0.1198, 0.3650, -0.3360, -0.8892, -0.8965, 0.3666, -0.2470, 0.4471, 0.4449, -0.4794, 0.4920, 0.2194, 0.2113, 0.4641, 0.3247, 0.3224, -0.4200, -0.3610, 0.9908, -0.6752, -0.3784, -0.4312, -0.2725, -0.4947, 0.2570, 0.2683, 0.0593, 0.2413, 0.1683, 0.2548, 0.1403, 0.4166, 0.1891, -0.5149, 1.2426, -0.3301, 0.7312, -0.5496, -0.3411, -0.3210, 0.3271, 0.2309, -0.4169, 0.7212, 0.7399, -0.4112, 0.6016, -0.5658, -0.3329, -0.3561, -0.4369, 0.0212, -0.0590, 0.5533, 0.8504, -0.3223, 0.6420, -0.6040, -0.4283, -0.4146, -0.5872, 0.3055, -0.0680, 0.3748, 0.1758, -0.2690, 0.6295, -0.6215, -0.1142, -0.2963, 0.3182, -0.3335, 0.1722

***

Which structure is the least stable? The one labeled #B.

***

#A
A 2-piece molecular cluster, C11H12NO2 overall, computed with ωB97M-V/def2-TZVPD.

Geometry as ORCA input:
```
! wB97M-V def2-TZVPD RIJCOSX def2/J DEFGRID3
* xyz -1 1
C 0.1936 -3.3796 0.4554
C -0.7495 -1.0057 -0.0098
C 1.1528 0.1910 0.0381
C 0.3136 -1.9181 0.2812
C 1.5305 -1.1738 0.3676
C 2.1816 1.1075 -0.1470
C 3.4684 0.7872 0.0682
C 2.8420 -1.4755 0.5550
C 3.8677 -0.5424 0.3683
N -0.1703 0.2758 -0.2415
H -0.8578 1.0818 -0.2993
H -1.7319 -1.2575 -0.2304
H 2.0446 2.0729 -0.6759
H 0.9461 -3.7894 -0.2549
H -0.8092 -3.7953 0.1990
H 4.3457 1.4591 -0.0156
H 2.8868 -2.5668 0.7873
H 4.9304 -0.7832 0.5066
H 0.3137 -3.7006 1.5045
C -4.3953 2.8947 -0.2814
C -3.0438 2.2839 -0.7741
O -2.3245 1.8207 0.1826
O -2.6812 2.3120 -1.9262
H -4.6984 2.4713 0.7034
H -5.1865 2.6511 -0.9523
H -4.3694 3.9787 -0.2087
*
```

The HOMO-LUMO gap is 0.2896 Eh. The calculation puts the LUMO energy at 3.367 eV. The HOMO energy is -4.51 eV.

Charges computed using Mulliken, reported in e: -1.3000, -0.9165, -0.3383, 0.7296, 0.7621, -0.3414, -0.4129, -0.4398, -0.6076, 0.0803, 0.3779, 0.4269, 0.3013, 0.3207, 0.3264, 0.2967, 0.2653, 0.3349, 0.2600, -1.0155, 0.6536, -0.8785, -0.6993, 0.2593, 0.3275, 0.2273

***

#B
A 2-piece molecular cluster, C11H12NO2 overall, computed with ωB97M-V/def2-TZVPD.

Geometry as ORCA input:
```
! wB97M-V def2-TZVPD RIJCOSX def2/J DEFGRID3
* xyz -1 1
C 0.1444 3.2984 -1.5826
C 1.4686 1.4073 -0.4806
C -0.3002 0.1695 0.3345
C 0.3798 2.1223 -0.8143
C -0.7518 1.2983 -0.4307
C -1.1294 -0.8255 0.7538
C -2.4550 -0.8119 0.3841
C -2.1367 1.2804 -0.6622
C -2.9986 0.2726 -0.3878
N 1.0864 0.1800 0.1990
H 1.7383 -0.4596 0.7221
H 2.4759 1.8213 -0.3593
H -0.7081 -1.6602 1.4027
H 0.8879 3.9010 -2.1252
H -0.4753 4.1513 -1.1074
H -3.1868 -1.6579 0.6148
H -2.5729 2.0224 -1.2485
H -4.0617 0.2906 -0.6711
H -0.5397 2.9933 -2.4147
C 2.0813 -3.0335 0.4763
C 1.7519 -2.5247 1.9532
O 2.3678 -1.5421 2.5235
O 0.6400 -2.9888 2.3885
H 1.9069 -4.1492 0.5370
H 3.1034 -2.7812 0.0660
H 1.2836 -2.7742 -0.0708
*
```

The HOMO-LUMO gap is 0.2816 Eh. The calculation puts the LUMO energy at 3.155 eV. The HOMO energy is -4.51 eV.

Charges computed using Mulliken, reported in e: -1.3066, -0.9229, 0.2114, 0.6514, 0.4706, -0.6025, -0.2228, -0.2556, -0.8049, 0.1249, 0.1234, 0.3347, 0.2925, 0.3603, 0.2425, 0.2850, 0.3679, 0.3404, 0.2525, -0.9728, 0.6005, -0.7498, -0.7627, 0.3422, 0.2397, 0.3605

***

Which structure is the least stable? The one labeled #B.

***

#A
A 2-piece molecular cluster, C2H4NO2 overall, computed with ωB97M-V/def2-TZVPD.

Geometry as ORCA input:
```
! wB97M-V def2-TZVPD RIJCOSX def2/J DEFGRID3
* xyz -1 1
C -1.5726 -0.8976 -0.5756
C -0.5109 -0.8869 0.1851
N 2.3342 1.6953 0.6300
O 1.3419 2.3477 1.0119
O 2.3785 1.1568 -0.5335
H -2.2582 -0.0123 -0.5979
H -1.7803 -1.8148 -1.2473
H 0.3620 -1.4404 0.2093
H -0.2946 -0.1478 0.9179
*
```

The HOMO-LUMO gap is 0.2463 Eh. The calculation puts the LUMO energy at 4.060 eV. The HOMO energy is -2.64 eV.

Charges computed using Mulliken, reported in e: -0.2587, -0.5775, 0.0081, -0.4840, -0.5056, 0.2251, 0.1710, 0.2539, 0.1676

***

#B
A 2-piece molecular cluster, C2H4NO2 overall, computed with ωB97M-V/def2-TZVPD.

Geometry as ORCA input:
```
! wB97M-V def2-TZVPD RIJCOSX def2/J DEFGRID3
* xyz -1 1
O 0.0232 0.0565 2.0341
C -0.4340 -0.7160 1.1486
N -1.3248 -0.4746 0.1957
C 0.9314 0.5543 -1.1892
O 0.7073 1.3436 -2.0867
H -0.2252 -1.7849 1.3112
H -1.4846 0.5351 0.1983
H 1.0721 0.9786 -0.1928
H 0.7346 -0.4926 -1.4193
*
```

The HOMO-LUMO gap is 0.2873 Eh. The calculation puts the LUMO energy at 4.290 eV. The HOMO energy is -3.53 eV.

Charges computed using Mulliken, reported in e: -0.7239, -0.0759, -0.7591, -0.1335, -0.4845, 0.4062, 0.2302, 0.2245, 0.3161

***

#C
An isolated ion of composition C2H4NO2 and charge -1, computed with ωB97M-V/def2-TZVPD.

Geometry as ORCA input:
```
! wB97M-V def2-TZVPD RIJCOSX def2/J DEFGRID3
* xyz -1 1
O -1.7212 -0.0625 -0.6313
C -0.6638 -0.1843 0.0135
O -0.5149 -0.5204 1.2136
C 0.6588 0.1626 -0.7684
N 1.8225 0.3666 0.1417
H 0.9784 -0.6415 -1.4423
H 0.3764 0.9679 -1.4431
H 1.4609 -0.1660 0.9438
H 1.6953 1.3058 0.5340
*
```

The HOMO-LUMO gap is 0.3142 Eh. The calculation puts the LUMO energy at 4.686 eV. The HOMO energy is -3.86 eV. As for the SMILES: NCC(=O)[O-].

Charges computed using Mulliken, reported in e: -0.7364, 0.6399, -0.7491, -0.4107, -0.7729, 0.1645, 0.2466, 0.3553, 0.2628

***

Which structure is the least stable? The one labeled #A.